Molecular formula: C45H34CrI2N12O4S
Method: DFT, the ωB97M-V functional and the def2-TZVPD basis

Cartesian coordinates (Å):
Cr (0.421, 0.409, -0.387)
C (-1.030, 0.260, -4.493)
C (-0.218, 0.425, -3.436)
N (-0.580, 0.308, -2.119)
C (-1.993, 0.074, -1.918)
C (-2.842, 0.058, -3.042)
N (-2.421, -0.005, -4.228)
C (-2.368, 0.197, -0.621)
C (-3.760, 0.155, -0.143)
C (-4.070, 0.457, 1.144)
C (-3.024, 1.001, 1.995)
C (-1.766, 1.081, 1.559)
N (-1.451, 0.758, 0.287)
C (-0.524, 1.379, 2.363)
C (-0.483, 1.971, 3.614)
N (0.638, 2.278, 4.265)
C (1.767, 2.034, 3.619)
C (1.781, 1.425, 2.376)
N (0.676, 1.036, 1.771)
C (-5.483, 0.298, 1.693)
C (-6.500, -0.353, 1.005)
C (-7.647, -0.735, 1.747)
N (-8.018, -0.185, 3.006)
C (-7.100, 0.645, 3.537)
C (-5.837, 0.781, 2.975)
H (-0.667, 0.519, -5.520)
H (0.824, 0.684, -3.617)
H (-3.872, -0.063, -2.813)
H (-4.421, -0.117, -0.905)
H (-3.044, 1.323, 3.005)
H (-1.453, 2.204, 4.137)
H (2.741, 2.368, 4.062)
H (2.652, 1.171, 1.765)
H (-6.217, -0.893, 0.112)
H (-8.327, -1.439, 1.280)
H (-7.368, 1.069, 4.519)
H (-5.259, 1.308, 3.740)
I (2.961, 3.913, 0.670)
C (0.967, 4.370, 0.549)
C (0.362, 5.383, 1.354)
C (-0.961, 5.744, 1.156)
I (-1.663, 7.469, 2.246)
C (-1.710, 5.082, 0.182)
C (-2.976, 5.463, -0.231)
C (-3.665, 4.771, -1.162)
C (-3.091, 3.565, -1.623)
N (-1.918, 3.187, -1.328)
C (-1.154, 3.907, -0.405)
C (0.208, 3.450, -0.182)
O (0.663, 2.426, -0.768)
H (1.005, 5.969, 2.033)
H (-3.304, 6.466, 0.110)
H (-4.542, 5.236, -1.560)
H (-3.653, 2.983, -2.275)
C (7.427, 3.566, -0.648)
C (6.433, 2.407, -0.776)
C (6.307, 1.438, 0.212)
C (5.359, 0.449, 0.201)
C (4.429, 0.401, -0.848)
C (4.492, 1.340, -1.876)
C (5.589, 2.246, -1.884)
S (3.262, -0.876, -1.023)
O (3.620, -1.599, -2.220)
O (3.068, -1.573, 0.198)
O (2.076, 0.061, -1.376)
H (7.766, 4.047, -1.564)
H (8.337, 3.261, -0.167)
H (7.021, 4.297, -0.017)
H (6.915, 1.488, 1.109)
H (5.530, -0.505, 0.789)
H (3.763, 1.382, -2.702)
H (5.715, 2.980, -2.685)
C (0.328, -2.815, -1.996)
C (-0.146, -2.673, -0.585)
N (0.048, -1.566, 0.178)
C (-0.414, -1.972, 1.402)
C (-0.873, -3.269, 1.394)
N (-0.729, -3.651, 0.116)
C (-1.145, -4.897, -0.477)
N (-0.202, -5.963, -0.301)
N (-0.715, -7.164, -0.464)
N (0.269, -8.006, -0.661)
C (1.435, -7.338, -0.507)
C (2.809, -7.758, -0.624)
C (3.789, -6.742, -0.550)
C (3.450, -5.410, -0.383)
C (2.109, -4.981, -0.213)
C (1.165, -5.960, -0.352)
H (-0.327, -2.270, -2.692)
H (0.507, -3.836, -2.258)
H (1.365, -2.215, -2.079)
H (-0.405, -1.242, 2.153)
H (-1.351, -3.896, 2.199)
H (-1.106, -4.646, -1.565)
H (-2.157, -5.313, -0.116)
H (3.008, -8.821, -0.679)
H (4.833, -7.049, -0.535)
H (4.224, -4.696, -0.234)
H (1.833, -3.927, 0.002)

For the HOMO-LUMO gap (spin up / spin down), the calculation gives 5.579 / 6.093 eV. The calculation puts the energy at -128744.6372 eV. The energy above the lowest of the compared OMol25 structures with the same formula, charge and spin comes out at 97.2 kcal/mol. The lowest unoccupied orbital energy (spin up / spin down) is -1.06 / -1.49 eV. The spin multiplicity is 5.


Molecular formula: C45H93BN3O14
Method: DFT, the ωB97M-V functional and the def2-TZVPD basis

Cartesian coordinates (Å):
C (-5.056, -6.143, 0.823)
C (-5.683, -7.079, -0.305)
C (-5.321, -6.583, -1.760)
C (-4.051, -7.327, -2.367)
C (-3.623, -6.521, -3.666)
C (-2.072, -6.244, -3.745)
C (-1.761, -4.964, -4.655)
C (-0.387, -4.376, -4.161)
C (-0.191, -2.824, -4.425)
C (1.309, -2.472, -4.063)
C (1.535, -1.692, -2.743)
N (2.583, -0.813, -2.712)
C (2.644, -0.245, -1.430)
C (3.673, 0.776, -0.875)
C (3.374, 2.271, -1.288)
C (1.917, 2.719, -0.889)
C (0.828, 2.408, -2.034)
C (-0.190, 3.614, -2.262)
C (-1.612, 3.009, -2.602)
C (-2.096, 3.366, -4.074)
C (-3.626, 3.030, -4.289)
O (-3.875, 2.324, -5.532)
C (-4.081, 0.975, -5.300)
C (-2.958, -0.053, -5.695)
O (-5.072, 0.532, -4.793)
C (1.585, -0.808, -0.661)
B (1.327, -0.451, 0.882)
N (2.114, -1.239, 1.883)
O (0.416, 0.501, 1.335)
N (0.927, -1.706, -1.537)
C (-0.215, -2.545, -1.155)
C (0.209, -3.907, -0.450)
C (-0.953, -4.286, 0.541)
C (-2.387, -4.048, -0.021)
O (-2.786, -4.624, -0.989)
O (-3.257, -3.131, 0.607)
H (-5.178, -5.092, 0.460)
H (-3.991, -6.401, 1.050)
H (-5.631, -6.261, 1.774)
H (-6.791, -6.993, -0.182)
H (-5.361, -8.140, -0.131)
H (-6.189, -6.835, -2.424)
H (-5.182, -5.468, -1.757)
H (-4.374, -8.367, -2.605)
H (-3.256, -7.328, -1.575)
H (-3.893, -7.137, -4.559)
H (-4.133, -5.524, -3.688)
H (-1.625, -6.125, -2.718)
H (-1.544, -7.139, -4.182)
H (-2.604, -4.233, -4.670)
H (-1.580, -5.387, -5.681)
H (0.458, -4.887, -4.692)
H (-0.263, -4.535, -3.063)
H (-0.949, -2.181, -3.908)
H (-0.330, -2.620, -5.523)
H (1.921, -3.417, -4.031)
H (1.732, -1.877, -4.919)
H (3.244, -0.601, -3.456)
H (3.794, 0.652, 0.234)
H (4.669, 0.468, -1.307)
H (4.095, 2.911, -0.725)
H (3.517, 2.324, -2.402)
H (1.572, 2.251, 0.065)
H (1.938, 3.826, -0.714)
H (0.320, 1.451, -1.747)
H (1.404, 2.239, -2.983)
H (0.196, 4.208, -3.133)
H (-0.205, 4.317, -1.390)
H (-1.601, 1.883, -2.569)
H (-2.330, 3.368, -1.821)
H (-1.519, 2.693, -4.769)
H (-1.894, 4.439, -4.295)
H (-4.151, 4.020, -4.373)
H (-4.074, 2.467, -3.427)
H (-3.403, -1.080, -5.760)
H (-2.148, 0.011, -4.929)
H (-2.610, 0.224, -6.720)
H (2.421, -0.654, 2.661)
H (1.549, -2.030, 2.199)
H (0.526, 0.502, 2.306)
H (-0.964, -2.705, -1.961)
H (-0.754, -1.972, -0.346)
H (0.483, -4.704, -1.177)
H (1.103, -3.659, 0.181)
H (-0.854, -5.361, 0.834)
H (-0.862, -3.643, 1.461)
H (-3.185, -2.259, 0.180)
C (2.945, 10.914, -1.939)
O (2.176, 10.328, -0.909)
C (0.831, 10.094, -1.305)
C (0.247, 8.918, -0.542)
O (0.682, 7.652, -1.037)
C (2.016, 7.272, -0.709)
C (2.185, 6.885, 0.751)
O (2.297, 8.042, 1.562)
C (1.990, 7.780, 2.918)
H (2.544, 11.895, -2.214)
H (3.964, 11.040, -1.573)
H (2.974, 10.260, -2.817)
H (0.774, 9.892, -2.381)
H (0.256, 11.000, -1.077)
H (-0.836, 8.929, -0.689)
H (0.422, 9.005, 0.531)
H (2.729, 8.040, -1.012)
H (2.218, 6.384, -1.317)
H (3.108, 6.302, 0.874)
H (1.325, 6.279, 1.069)
H (0.961, 7.415, 3.014)
H (2.073, 8.715, 3.471)
H (2.690, 7.053, 3.340)
C (2.442, 5.591, 9.196)
O (2.979, 6.880, 8.984)
C (3.872, 6.918, 7.879)
C (3.888, 8.301, 7.251)
O (2.755, 8.559, 6.425)
C (1.528, 8.820, 7.105)
C (1.486, 10.182, 7.776)
O (2.183, 10.148, 9.013)
C (2.575, 11.436, 9.442)
H (3.234, 4.874, 9.433)
H (1.751, 5.645, 10.038)
H (1.883, 5.258, 8.314)
H (3.583, 6.180, 7.121)
H (4.874, 6.675, 8.255)
H (4.750, 8.355, 6.581)
H (4.018, 9.084, 7.999)
H (1.286, 8.018, 7.804)
H (0.760, 8.806, 6.326)
H (0.445, 10.456, 7.986)
H (1.933, 10.930, 7.109)
H (3.242, 11.899, 8.707)
H (3.121, 11.328, 10.379)
H (1.700, 12.072, 9.610)
C (-0.852, -13.231, 0.735)
O (-0.167, -12.169, 0.101)
C (-0.438, -12.107, -1.293)
C (-0.305, -10.682, -1.799)
O (-1.429, -9.863, -1.479)
C (-1.529, -9.431, -0.126)
C (-0.512, -8.364, 0.244)
O (0.754, -8.950, 0.511)
C (1.807, -8.020, 0.398)
H (-0.533, -14.196, 0.329)
H (-0.618, -13.200, 1.799)
H (-1.935, -13.113, 0.618)
H (-1.447, -12.476, -1.508)
H (0.295, -12.746, -1.801)
H (-0.276, -10.715, -2.891)
H (0.627, -10.221, -1.470)
H (-1.495, -10.276, 0.563)
H (-2.525, -8.988, -0.039)
H (-0.837, -7.846, 1.157)
H (-0.429, -7.639, -0.579)
H (1.848, -7.607, -0.618)
H (2.743, -8.544, 0.591)
H (1.692, -7.212, 1.130)

For the HOMO-LUMO gap, the calculation gives 8.018 eV. The calculation puts the energy at -81974.4545 eV. The energy above the lowest of the compared OMol25 structures with the same formula, charge and spin comes out at 5.9 kcal/mol. The lowest unoccupied orbital energy is -2.38 eV. As for the charge: +1.


What is the formula in the second record? C45H93BN3O14


energy of number 2 (C45H93BN3O14)? -81974.4545 eV


What is the energy above the lowest of the compared OMol25 structures with the same formula, charge and spin in the first record? 97.2 kcal/mol


Which formula does entry 1 have? C45H34CrI2N12O4S